Record 1
C2HLiO2Zn | ωB97M-V/def2-TZVPD

Output
- Max |F|: 0.0604 hartree/bohr
- Net charge: +1
- Highest occupied orbital energy (spin up / spin down): -14.235 / -14.219 eV
- Gap between HOMO and LUMO (spin up / spin down): 7.77 / 7.72 eV
- Spin multiplicity: 2
- E_tot: -54798.3416 eV

XYZ file:
```
7
Properties=species:S:1:pos:R:3:forces:R:3
O 1.198759 0.090194 -2.109489 -0.500 0.245 2.328
C 0.946516 0.153576 -0.969855 0.684 -0.516 -2.987
C 0.597893 0.160294 0.291334 -0.185 -0.045 1.546
H 1.045073 0.934210 0.925922 -0.029 -0.311 -0.230
Zn -0.281853 -1.461787 1.167097 -0.002 0.932 -0.934
Li -1.619295 0.966440 0.254765 -0.121 -0.036 -0.151
O -1.887093 -0.842928 0.440227 0.154 -0.270 0.429
```
Forces are in eV/Å.

Atomic partial charges in e from the Löwdin method, atoms 1 to 5:
1 O 0.216
2 C -0.318
3 C -0.227
4 H 0.051
5 Zn 1.019

=====

Record 2
C25H25FN2O5 | ωB97M-V/def2-TZVPD

Output
- Max |F|: 0.0413 hartree/bohr
- Net charge: 0
- ΔE to the lowest compared entry with this formula, charge and spin: 0.00 kJ/mol
- Highest occupied orbital energy: -8.368 eV
- SMILES: CNC(=O)[C@H](Cc1ccc(O)cc1)NC(C)=O.O=C(O)c1cccc(-c2ccccc2F)c1
- Gap between HOMO and LUMO: 8.81 eV
- E_tot: -42267.2602 eV

XYZ file:
```
58
Properties=species:S:1:pos:R:3:forces:R:3
O -1.200548 -3.417017 -0.056094 0.412 -1.035 -0.282
O -4.007662 0.984472 0.342782 0.388 0.178 0.171
O 0.668856 0.985125 1.640015 -0.287 0.105 -0.462
F 6.074032 -3.588058 0.357630 -0.232 -0.145 -0.481
O -0.263157 -5.376603 -0.662397 0.241 0.526 0.056
O -4.853445 5.232121 -3.199006 0.087 -0.576 -0.626
C -0.210316 -4.056497 -0.370538 -1.149 1.402 0.550
C -3.942120 1.650477 1.365195 -1.403 -0.975 -1.263
C -0.329268 1.459469 2.168596 0.347 -0.373 -0.795
C 6.862922 -5.489828 -2.656024 -0.473 0.264 0.213
C 2.498003 -1.423288 -0.020421 -0.070 -0.474 -0.170
C 5.636040 -5.469716 -3.322010 -0.074 0.140 0.293
C 6.990176 -4.846138 -1.422262 -0.191 0.152 0.146
C -3.203385 3.619455 -2.560706 0.143 0.344 0.732
C -3.772917 5.463059 -1.062506 0.749 -1.043 -0.148
C 1.250222 -2.049115 0.013919 -0.121 -0.108 0.017
C 3.613812 -2.108180 -0.507229 -0.401 -0.080 0.065
C 2.235412 -4.046412 -0.924068 0.007 0.302 0.147
C 4.543778 -4.803955 -2.756626 0.850 -0.167 0.165
C -2.271118 3.144455 -1.619426 -0.925 1.161 0.067
C -2.837242 4.985415 -0.123115 -0.252 -0.721 -1.235
C 5.903242 -4.174785 -0.851057 0.039 -0.673 -1.164
C -3.956579 4.777839 -2.284743 0.603 0.149 1.200
C 1.099229 -3.376509 -0.429139 1.694 -0.182 -0.378
C 3.495469 -3.426772 -0.970971 -0.700 0.385 0.397
C 4.661643 -4.142553 -1.521540 0.372 -0.064 0.128
C -2.086484 3.824687 -0.400485 -0.284 0.021 0.098
N -0.344303 1.530119 3.508375 -0.507 0.399 1.235
N -2.802546 2.097704 1.892028 1.698 0.127 0.636
C -5.202799 2.002933 2.117252 0.096 0.068 -0.079
C -1.322201 2.129694 4.415992 0.105 -0.342 -0.354
C -1.087499 3.290155 0.610919 0.227 0.256 -0.326
C -1.481301 1.953375 1.262269 -0.422 0.301 0.122
H -1.198719 -5.604977 -0.556516 0.003 -0.080 -0.036
H -5.323555 6.006490 -2.891479 0.029 0.174 0.286
H 7.713013 -6.005941 -3.093451 -0.107 0.109 0.123
H 2.593210 -0.400475 0.334960 -0.092 -0.187 -0.052
H 5.529395 -5.968690 -4.280936 0.002 0.081 0.136
H 7.937649 -4.863468 -0.893085 -0.130 0.034 0.010
H -3.358573 3.095283 -3.491353 -0.037 0.000 -0.083
H -4.346539 6.351287 -0.850269 -0.119 0.168 0.008
H 0.396311 -1.493967 0.397056 0.124 -0.224 -0.093
H 4.575201 -1.604013 -0.537338 -0.078 -0.124 -0.008
H 2.143590 -5.072216 -1.269177 -0.027 0.102 0.074
H 3.599879 -4.784320 -3.293873 0.077 0.093 0.187
H -1.709606 2.243378 -1.826130 0.006 -0.019 -0.036
H -2.695717 5.510147 0.810839 0.017 0.046 0.076
H 0.481782 1.132617 3.931304 -0.024 0.041 -0.171
H -2.860224 2.631714 2.739930 -0.107 0.122 -0.185
H -5.202716 1.493779 3.078461 -0.100 0.071 0.178
H -5.249402 3.080542 2.257329 -0.110 0.103 0.195
H -6.060180 1.676161 1.530333 0.145 0.013 0.083
H -1.549253 3.152204 4.108454 -0.013 0.041 0.190
H -2.232913 1.527540 4.433638 -0.028 0.152 0.161
H -0.910008 2.157552 5.426101 0.033 0.020 -0.210
H -0.935979 4.031656 1.397221 0.033 0.113 0.055
H -0.132355 3.159752 0.099245 0.120 -0.085 0.180
H -1.562239 1.212836 0.464129 -0.186 -0.090 0.259
```
Forces are in eV/Å.

Atomic partial charges in e from the Löwdin method, atoms 1 to 5:
1 O 0.091
2 O 0.057
3 O 0.042
4 F 0.066
5 O 0.108

=====

Record 3
C2H6S2 | ωB97M-V/def2-TZVPD

Output
- Max |F|: 0.0653 hartree/bohr
- Net charge: 0
- ΔE to the lowest compared entry with this formula, charge and spin: 89.07 kJ/mol
- Highest occupied orbital energy: -8.061 eV
- SMILES: CCSS
- Gap between HOMO and LUMO: 8.59 eV
- E_tot: -23840.8900 eV

XYZ file:
```
10
Properties=species:S:1:pos:R:3:forces:R:3
C 0.165516 0.855404 1.248615 -0.171 -2.313 0.090
C 0.195357 -0.219085 0.104747 0.486 1.625 -2.896
S -1.486814 -0.777108 -0.582415 0.558 0.799 0.977
S -1.027571 -1.177768 -2.569979 1.035 0.154 -0.104
H -0.677146 1.510214 1.230280 -0.583 0.477 -0.478
H 1.077257 1.453241 1.305953 -0.018 -0.357 -0.017
H 0.015229 0.221573 2.151093 0.419 0.829 -0.152
H 0.621957 -1.148624 0.414312 0.589 -0.306 0.385
H 0.814013 0.141195 -0.876727 -1.476 -0.611 2.491
H 0.302202 -0.859041 -2.425878 -0.838 -0.298 -0.297
```
Forces are in eV/Å.

Atomic partial charges in e from the Löwdin method, atoms 1 to 5:
1 C -0.150
2 C -0.561
3 S 0.336
4 S 0.262
5 H 0.046

=====

Record 4
C4H5NO | ωB97M-V/def2-TZVPD

Output
- Max |F|: 0.0927 hartree/bohr
- Net charge: 0
- ΔE to the lowest compared entry with this formula, charge and spin: 246.83 kJ/mol
- Highest occupied orbital energy: -9.086 eV
- Gap between HOMO and LUMO: 9.95 eV
- E_tot: -7763.9682 eV

XYZ file:
```
11
Properties=species:S:1:pos:R:3:forces:R:3
C -0.475269 1.223169 0.402068 2.090 0.184 0.452
C 0.096551 0.057971 0.116959 1.065 1.204 1.105
C 0.808500 1.698639 0.853255 0.493 -0.385 -0.544
C -0.331152 -1.163609 -0.366719 0.722 -4.312 -1.902
N 1.458155 2.711774 1.128046 0.819 -1.039 0.737
O 1.390066 0.179984 0.560360 -1.219 2.085 0.054
H -1.402076 1.660336 0.440226 -1.891 0.770 -0.246
H -0.958516 -1.679800 0.298149 -0.736 -0.616 1.526
H 0.506917 -1.862468 -0.582751 -0.231 0.576 0.414
H -0.908107 -1.249598 -1.247450 -0.678 0.927 -1.268
H 2.412334 2.400146 1.393170 -0.435 0.604 -0.328
```
Forces are in eV/Å.

Atomic partial charges in e from the Löwdin method, atoms 1 to 5:
1 C 0.048
2 C -0.415
3 C -0.279
4 C -0.016
5 N 0.176

=====

Record 5
C48H42BrN3O2P2V | ωB97M-V/def2-TZVPD

Output
- Max |F|: 0.0280 hartree/bohr
- Net charge: +3
- ΔE to the lowest compared entry with this formula, charge and spin: 15.57 kJ/mol
- Highest occupied orbital energy (spin up / spin down): -15.845 / -15.855 eV
- Gap between HOMO and LUMO (spin up / spin down): 6.13 / 7.04 eV
- Spin multiplicity: 3
- E_tot: -173310.0866 eV

XYZ file:
```
99
Properties=species:S:1:pos:R:3:forces:R:3
V -0.478831 -0.264783 -0.848893 0.378 -0.106 -0.147
O -4.293880 -4.466472 -3.160697 0.049 -0.224 -0.053
C -3.641667 -3.406929 -2.757038 0.186 0.431 0.150
C -4.226468 -2.165306 -2.450116 -0.068 -0.023 -0.031
C -3.433218 -1.130457 -2.030567 -0.215 0.001 -0.039
N -2.097320 -1.235590 -1.881214 0.592 0.200 0.137
C -1.568119 -2.425612 -2.192136 -0.272 -0.128 -0.087
Br 0.317075 -2.444932 -1.932390 0.204 -0.442 -0.191
C -2.245111 -3.521378 -2.628253 0.105 -0.227 -0.038
H -5.246570 -4.337317 -3.265408 -0.065 0.079 0.011
H -5.294563 -2.016210 -2.542486 0.010 0.007 -0.020
H -3.870972 -0.166611 -1.813597 0.029 -0.085 0.034
H -1.745807 -4.448555 -2.875228 -0.020 0.004 0.034
C 4.407885 -2.190866 2.753593 -0.094 0.092 0.014
C 3.602352 -0.881893 2.885588 0.137 -0.069 0.055
C 4.136389 -0.052594 4.068124 -0.057 -0.018 -0.031
C 3.746978 -0.085430 1.603449 -0.265 -0.090 0.074
C 4.994513 0.410122 1.234235 -0.011 0.033 -0.068
C 5.190496 1.123844 0.065333 0.110 0.038 -0.031
C 4.124978 1.349397 -0.782942 -0.026 0.009 0.048
C 2.863636 0.872112 -0.440389 -0.433 -0.159 0.076
P 1.491262 1.112758 -1.600277 0.946 0.427 -0.380
C 2.299182 0.607128 -3.158711 -0.141 -0.096 0.023
C 2.914203 -0.649380 -3.166553 -0.042 0.084 -0.009
C 3.621894 -1.077096 -4.274173 0.002 -0.081 0.011
C 3.737479 -0.248242 -5.384194 -0.046 0.036 0.013
C 3.151844 1.007927 -5.371336 0.043 -0.024 -0.100
C 2.425399 1.437959 -4.269139 -0.058 -0.044 0.031
C 1.269815 2.910816 -1.728785 -0.148 -0.101 -0.108
C 0.466254 3.393723 -2.765220 -0.058 -0.053 0.095
C 0.304814 4.756318 -2.953903 -0.064 0.037 -0.053
C 0.940797 5.651500 -2.102362 0.008 -0.073 0.026
C 1.743687 5.175748 -1.075111 0.019 0.137 0.020
C 1.909724 3.812319 -0.881033 -0.050 -0.094 -0.013
C 2.684835 0.160719 0.741564 0.356 0.184 -0.157
O 1.383407 -0.295656 0.988718 -0.269 -0.118 -0.230
C 1.140936 -0.915878 2.218358 -0.172 -0.156 0.365
C -0.187442 -1.234948 2.486680 0.088 0.162 -0.414
C -0.533681 -1.887059 3.666030 0.030 0.033 -0.024
C 0.453547 -2.202376 4.577647 -0.053 -0.055 0.094
C 1.769166 -1.872685 4.300024 -0.102 -0.023 0.020
C 2.145387 -1.219272 3.129291 0.092 0.144 -0.250
P -1.454398 -0.913499 1.248519 -0.528 -0.680 1.151
C -2.220918 -2.558835 1.067548 0.053 -0.004 0.015
C -3.595418 -2.778119 1.099491 0.067 0.087 -0.075
C -4.088352 -4.072649 0.989833 -0.090 0.015 -0.008
C -3.222162 -5.145792 0.847664 0.029 -0.027 -0.002
C -1.847895 -4.932283 0.831596 0.018 -0.002 -0.030
C -1.349305 -3.646349 0.944657 -0.051 0.047 0.034
C -2.663646 0.200398 2.001105 0.013 -0.038 -0.129
C -3.812431 0.534888 1.280191 0.099 0.066 0.034
C -4.752936 1.392163 1.825398 -0.020 -0.034 -0.077
C -4.549608 1.925623 3.092569 0.003 -0.005 0.011
C -3.402434 1.607407 3.805317 -0.060 0.055 0.037
C -2.456115 0.749770 3.264459 0.005 -0.066 -0.040
H 5.464352 -1.972970 2.602256 0.011 -0.030 0.006
H 4.050670 -2.781245 1.908278 0.024 -0.024 0.008
H 4.311960 -2.789753 3.658928 0.036 -0.012 -0.009
H 5.190763 0.181242 3.932939 0.002 -0.004 0.024
H 4.043313 -0.607008 5.000597 0.040 0.015 0.002
H 3.585141 0.883255 4.169180 0.010 0.003 0.006
H 5.845390 0.221825 1.875187 -0.023 0.002 0.024
H 6.175210 1.492652 -0.187413 -0.008 -0.012 0.000
H 4.266801 1.888059 -1.711383 -0.005 -0.007 -0.013
H 2.891576 -1.269160 -2.276067 0.050 -0.035 -0.001
H 4.098916 -2.048351 -4.268354 0.013 0.015 -0.001
H 4.291316 -0.579328 -6.252056 0.028 0.012 0.013
H 3.272247 1.666312 -6.221330 -0.042 -0.006 -0.001
H 1.982785 2.423508 -4.280301 0.127 -0.040 -0.035
H 0.007747 2.691874 -3.454526 -0.132 0.068 0.005
H -0.292585 5.126885 -3.777908 -0.003 -0.033 0.017
H 0.819364 6.716158 -2.250758 0.038 0.002 -0.003
H 2.260849 5.874781 -0.430735 -0.023 -0.023 0.024
H 2.542855 3.463143 -0.076691 0.021 -0.025 0.007
H -1.567879 -2.147944 3.855205 0.012 -0.021 0.012
H 0.201417 -2.707825 5.499846 0.017 -0.006 -0.011
H 2.528589 -2.143540 5.021537 0.033 0.041 -0.031
H -4.279947 -1.952293 1.244008 -0.025 -0.063 0.013
H -5.156505 -4.239282 1.043738 0.008 -0.020 0.002
H -3.610204 -6.153452 0.778555 -0.019 0.011 0.004
H -1.166478 -5.769911 0.757176 -0.016 0.000 0.009
H -0.278565 -3.487458 0.995363 0.036 -0.053 -0.037
H -3.970523 0.110767 0.295443 -0.061 0.048 0.023
H -5.648613 1.636751 1.269101 -0.014 -0.002 0.026
H -5.294943 2.580570 3.523783 0.029 0.019 0.014
H -3.244611 2.025365 4.790653 -0.004 -0.014 0.000
H -1.567006 0.509264 3.832213 -0.013 0.022 -0.008
C -2.774684 2.139885 -2.235726 -0.032 0.168 0.071
C -2.024950 2.372155 -0.972579 0.061 0.038 0.032
N -1.172297 1.546871 -0.366963 -0.499 0.855 0.077
C -0.690783 2.215793 0.750265 -0.007 0.244 0.057
C -1.261405 3.440190 0.810675 0.070 -0.158 0.151
N -2.099273 3.514054 -0.271868 0.017 -0.013 -0.050
H -2.432065 1.234508 -2.731516 0.028 0.089 -0.052
H -2.634260 2.982744 -2.912426 0.063 -0.024 -0.051
H -3.848619 2.069532 -2.047924 0.019 -0.051 0.018
H 0.036024 1.785188 1.418318 -0.014 -0.045 -0.012
H -1.150181 4.238082 1.524158 -0.016 0.022 -0.046
H -2.659574 4.316522 -0.515709 -0.033 -0.017 -0.060
```
Forces are in eV/Å.

Atomic partial charges in e from the Löwdin method, atoms 1 to 5:
1 V 0.547
2 O 0.178
3 C -0.266
4 C 0.063
5 C -0.102

=====

- Look up the max |F| of the fifth one.
  0.0280 hartree/bohr

=====

- Number 3 is which compound?
  C2H6S2

=====

- Which value of E_tot does entry 1 give?
  -54798.3416 eV

=====

Please write out number 4 again, unchanged.
C4H5NO | ωB97M-V/def2-TZVPD

Output
- Max |F|: 0.0927 hartree/bohr
- Net charge: 0
- ΔE to the lowest compared entry with this formula, charge and spin: 246.83 kJ/mol
- Highest occupied orbital energy: -9.086 eV
- Gap between HOMO and LUMO: 9.95 eV
- E_tot: -7763.9682 eV

XYZ file:
```
11
Properties=species:S:1:pos:R:3:forces:R:3
C -0.475269 1.223169 0.402068 2.090 0.184 0.452
C 0.096551 0.057971 0.116959 1.065 1.204 1.105
C 0.808500 1.698639 0.853255 0.493 -0.385 -0.544
C -0.331152 -1.163609 -0.366719 0.722 -4.312 -1.902
N 1.458155 2.711774 1.128046 0.819 -1.039 0.737
O 1.390066 0.179984 0.560360 -1.219 2.085 0.054
H -1.402076 1.660336 0.440226 -1.891 0.770 -0.246
H -0.958516 -1.679800 0.298149 -0.736 -0.616 1.526
H 0.506917 -1.862468 -0.582751 -0.231 0.576 0.414
H -0.908107 -1.249598 -1.247450 -0.678 0.927 -1.268
H 2.412334 2.400146 1.393170 -0.435 0.604 -0.328
```
Forces are in eV/Å.

Atomic partial charges in e from the Löwdin method, atoms 1 to 5:
1 C 0.048
2 C -0.415
3 C -0.279
4 C -0.016
5 N 0.176